1:
Entry from the OMol25 dataset: 2 unconnected molecules or ions with the total composition C9H14 (ωB97M-V/def2-TZVPD).

Output
orbital gap (spin up / spin down)	2.59 / 7.64	eV
LUMO energy (spin up / spin down)	3.7 / 3.5	eV
E_HOMO (spin up / spin down)	0.0411 / -0.1516	hartree
multiplicity	2
⟨S²⟩	0.76
total charge	-1

Last columns: bonded neighbours and bond lengths (Å).
Atoms and positions in Å:
1 C -1.50 3.13 0.69  C3 1.497, H10 1.117, H11 1.067, H15 1.053
2 C -0.31 1.87 2.57  C3 1.422, C4 1.321, H8 1.112
3 C -0.72 1.96 1.21  C1 1.497, C2 1.422, C6 1.376
4 C 0.52 0.94 2.98  C2 1.321, C5 1.416, H9 1.200
5 C 1.19 0.17 2.00  C4 1.416, C7 1.392, H12 1.023
6 C -0.31 0.99 0.33  C3 1.376, C7 1.453, H13 1.155
7 C 0.70 0.02 0.70  C5 1.392, C6 1.453, H14 1.105
8 H -0.95 2.59 3.14  C2 1.112
9 H 0.62 0.60 4.13  C4 1.200
10 H -2.36 2.64 0.18  C1 1.117
11 H -0.86 3.84 0.21  C1 1.067
12 H 1.98 -0.39 2.31  C5 1.023
13 H -0.30 0.96 -0.83  C6 1.155
14 H 1.14 -0.65 -0.06  C7 1.105
15 H -2.05 3.56 1.48  C1 1.053
16 C 1.13 -2.59 -2.68  C17 1.498, H18 1.064, H19 1.086, H20 1.053
17 C -0.32 -2.90 -2.50  C16 1.498, H21 1.072, H22 1.088, H23 1.064
18 H 1.79 -2.99 -1.95  C16 1.064
19 H 1.33 -3.11 -3.61  C16 1.086
20 H 1.35 -1.56 -2.68  C16 1.053
21 H -0.89 -2.48 -3.31  C17 1.072
22 H -0.37 -3.97 -2.72  C17 1.088
23 H -0.80 -2.62 -1.59  C17 1.064

Here are the natural (NBO) charges for atoms 1 to 5, given in e: number 1, C, carries -0.6640; number 2, C, carries -0.2520; number 3, C, carries -0.1419; number 4, C, carries -0.3295; number 5, C, carries -0.3417

---

2:
Entry from the OMol25 dataset: 2 unconnected molecules or ions with the total composition C9H14 (ωB97M-V/def2-TZVPD).

Output
orbital gap (spin up / spin down)	2.39 / 9.61	eV
LUMO energy (spin up / spin down)	3.8 / 3.8	eV
E_HOMO (spin up / spin down)	0.0500 / -0.2142	hartree
multiplicity	2
⟨S²⟩	0.75
total charge	-1

Last columns: bonded neighbours and bond lengths (Å).
Atoms and positions in Å:
1 C 0.31 1.23 -1.64  C2 1.494, H8 1.088, H9 1.089, H15 1.079
2 C 0.61 1.30 -0.18  C1 1.494, C3 1.399, C4 1.393
3 C -0.22 0.67 0.76  C2 1.399, C5 1.388, H10 1.077
4 C 1.77 1.91 0.29  C2 1.393, C6 1.387, H11 1.087
5 C -0.01 0.90 2.11  C3 1.388, C7 1.383, H12 1.074
6 C 2.01 2.07 1.65  C4 1.387, C7 1.394, H13 1.079
7 C 1.09 1.59 2.58  C5 1.383, C6 1.394, H14 1.085
8 H -0.26 2.12 -1.91  C1 1.088
9 H -0.37 0.40 -1.84  C1 1.089
10 H -1.07 0.11 0.42  C3 1.077
11 H 2.44 2.23 -0.51  C4 1.087
12 H -0.66 0.38 2.79  C5 1.074
13 H 3.00 2.40 1.93  C6 1.079
14 H 1.25 1.77 3.64  C7 1.085
15 H 1.17 1.11 -2.28  C1 1.079
16 C -2.13 -2.38 -0.92  C17 1.527, H18 1.094, H19 1.095, H20 1.096
17 C -0.65 -2.76 -0.95  C16 1.527, H21 1.094, H22 1.094, H23 1.087
18 H -2.37 -2.08 -1.95  C16 1.094
19 H -2.96 -3.04 -0.64  C16 1.095
20 H -2.33 -1.49 -0.31  C16 1.096
21 H -0.35 -3.79 -0.74  C17 1.094
22 H -0.22 -2.56 -1.94  C17 1.094
23 H -0.06 -2.10 -0.34  C17 1.087

Here are the natural (NBO) charges for atoms 1 to 5, given in e: number 1, C, carries -0.8901; number 2, C, carries -0.0647; number 3, C, carries -0.2562; number 4, C, carries -0.3120; number 5, C, carries -0.2552

---

Quick one: most stable of them? 2